50
Properties=species:S:1:pos:R:3:forces:R:3 method="wB97M-V/def2-TZVPD" lumo_ev="-2.672 / -10.128" orbital_gap_ev="10.33 / 2.88" spin_multiplicity=2 charge=+1
C 2.94177 0.81177 4.61318 -0.2 0.3 -0.6
Cl 2.57988 2.28164 5.57958 0.2 -0.9 -0.4
Cl 4.68359 0.56853 4.33554 -0.1 0.0 0.2
H 2.50637 -0.09669 5.02936 0.2 0.3 0.5
H 2.51882 0.93548 3.61623 0.0 0.4 0.3
C -1.91953 -3.99620 -2.98368 0.5 1.0 -0.2
Cl -1.47841 -2.89641 -1.64107 -0.3 -0.3 -0.1
Cl -0.84621 -3.58182 -4.37088 -0.4 -0.4 0.3
H -1.76033 -5.02603 -2.66398 -0.1 0.3 -0.2
H -2.93430 -3.72837 -3.27796 0.2 -0.4 0.1
C -2.06800 -4.37636 2.04471 -0.4 -0.9 -0.7
Cl -1.79721 -6.08062 2.62217 -0.2 1.3 -0.3
Cl -0.53558 -3.64321 1.40746 -0.9 -0.3 1.0
H -2.76746 -4.42245 1.21001 0.5 -0.3 -0.3
H -2.64515 -3.79938 2.76727 1.1 0.1 0.5
C 1.59129 3.45778 0.43562 -1.1 -0.2 -0.2
Cl 0.92908 3.58447 2.06941 0.1 0.3 -0.1
Cl 3.11800 2.57608 0.44590 0.3 0.1 -0.2
H 0.84953 2.89922 -0.13527 0.3 -0.2 0.0
H 1.67081 4.42222 -0.06600 0.4 0.0 0.5
C 2.67005 -0.83427 -4.29078 -0.3 0.6 0.1
Cl 2.25194 -1.05612 -5.99795 0.2 0.0 0.8
Cl 2.61864 -2.41352 -3.43424 0.3 0.6 0.0
H 3.64148 -0.35425 -4.17251 0.3 -0.6 -0.3
H 1.97831 -0.16843 -3.77478 -0.4 -0.3 -0.3
C 4.32749 -0.96979 0.78877 -0.2 -0.5 0.6
Cl 4.28064 -2.73100 0.88716 0.0 -0.1 -0.3
Cl 4.27489 -0.52327 -0.93094 -0.1 -0.1 -0.2
H 3.41970 -0.61534 1.27703 0.3 0.3 -0.2
H 5.27381 -0.65591 1.22929 -0.3 0.3 -0.2
C -2.76265 0.76009 3.81394 0.2 0.0 -0.6
Cl -1.14328 1.06181 4.59177 -1.5 -0.2 -0.5
Cl -2.68356 -0.56996 2.58750 0.0 0.3 0.6
H -3.57643 0.52669 4.50052 0.7 -0.2 0.3
H -3.09648 1.61579 3.22707 0.6 0.2 0.3
C -0.19184 -0.11849 0.44957 0.5 0.1 -0.2
Cl 0.60880 0.16021 -1.15135 0.0 0.0 0.5
Cl 0.91732 0.01219 1.85142 -0.3 -0.2 -0.7
H -0.93436 0.67182 0.55984 0.0 -0.5 0.0
H -0.55263 -1.14650 0.41584 -0.2 0.4 0.2
C -3.33044 4.38584 -0.74295 -0.1 0.1 -0.7
Cl -2.38744 5.87396 -0.88668 0.0 -0.1 0.0
Cl -2.32157 3.03149 -0.14404 -0.4 0.2 0.2
H -4.20916 4.60363 -0.13591 0.4 -0.4 0.3
H -3.66267 4.08716 -1.73718 0.2 0.1 0.1
C -1.99220 1.03640 -3.80263 -0.2 0.0 -0.3
Cl -3.23957 2.24890 -4.20948 0.2 -0.3 0.3
Cl -0.99897 0.67551 -5.22204 0.3 0.0 -0.1
H -1.34799 1.43088 -3.01683 -0.3 -0.1 -0.1
H -2.46878 0.08485 -3.56700 0.0 0.4 0.3